C3H7NOS | the ωB97M-V functional and the def2-TZVPD basis

Atoms and positions in Å:
S (-0.308, 1.478, 0.383)
O (-1.519, 1.801, 1.078)
N (-0.504, -0.119, -1.928)
C (-0.376, -0.181, -0.435)
C (0.975, -0.553, 0.116)
C (0.693, 0.193, 1.390)
H (0.966, -1.616, 0.252)
H (-1.348, 0.397, -2.159)
H (1.967, -0.171, -0.384)
H (1.471, 0.670, 2.022)
H (-0.460, -0.952, -2.473)
H (-1.498, -0.812, 0.060)
H (-0.060, -0.134, 2.077)

Values from the calculation:
Energy relative to the best compared isomer or geometry (same formula, charge and spin): 80.0 kcal/mol
HOMO level: -9.0 eV
E: -17594.4601 eV
Max |F|: 4.6 eV/Å
Orbital gap: 9.82 eV
Molecular weight: 105.162 g/mol

=====

C21H39F6O13 | the ωB97M-V functional and the def2-TZVPD basis

Atoms and positions in Å:
F (7.802, -3.152, 7.411)
F (7.837, -4.940, 6.343)
F (6.509, -3.404, 5.613)
F (-6.232, 2.139, -4.833)
F (-6.829, 1.542, -6.715)
F (-4.788, 2.084, -6.453)
O (-0.800, -3.360, 2.691)
O (-1.007, 3.899, 0.089)
O (-3.110, -2.325, 1.351)
O (0.090, 5.313, -2.591)
O (2.977, -2.698, -0.278)
O (10.095, -3.186, 5.468)
O (8.348, -2.341, 4.265)
O (-6.295, -0.943, -5.402)
O (-4.156, -0.192, -5.607)
O (2.599, -0.803, 0.730)
O (0.839, 5.490, 2.401)
O (1.599, -1.319, -1.210)
O (-4.438, -3.921, -0.513)
C (9.035, -1.387, 3.535)
C (-2.398, -1.485, 2.272)
C (8.059, -0.664, 2.548)
C (-5.863, 1.450, -5.939)
C (-5.246, -4.712, -1.416)
C (0.897, 4.212, 1.774)
C (7.685, -3.634, 6.161)
C (0.355, 4.232, 0.314)
C (-3.473, -1.401, -5.472)
C (-2.025, -1.099, -5.725)
C (-5.036, -2.655, -0.218)
C (-1.676, -2.412, 3.371)
C (0.228, -3.835, 3.667)
C (8.882, -3.062, 5.270)
C (2.392, -1.632, -0.269)
C (0.799, 4.456, -3.498)
C (-1.266, 5.025, -2.250)
C (-3.885, -1.710, 0.255)
C (-1.550, 3.873, -1.206)
C (-5.444, -0.033, -5.632)
C (-0.359, 6.144, 2.353)
H (9.836, -1.936, 3.039)
H (-2.927, -0.659, 2.748)
H (-1.673, -0.132, -5.367)
H (-2.401, -3.003, 3.930)
H (9.571, -0.628, 4.106)
H (0.208, 4.306, -4.402)
H (0.904, -3.029, 3.953)
H (-1.815, 4.888, -3.182)
H (3.223, -1.392, 1.161)
H (0.957, 3.642, -0.377)
H (1.035, 3.432, -3.209)
H (0.465, 3.504, 2.481)
H (-4.337, -0.768, 0.566)
H (-1.573, 2.937, -1.764)
H (-3.161, -1.553, -0.544)
H (8.614, 0.139, 2.063)
H (-0.444, 6.936, 3.097)
H (-3.602, -1.845, -4.485)
H (-3.773, -2.162, -6.192)
H (-4.949, -5.760, -1.372)
H (-1.156, -1.772, 4.084)
H (7.605, -1.278, 1.770)
H (-1.603, -0.991, 1.713)
H (-1.637, 5.840, -1.629)
H (-0.475, 6.612, 1.376)
H (1.624, 5.042, -3.902)
H (-5.147, -4.477, -2.476)
H (7.209, -0.250, 3.091)
H (-1.284, 5.569, 2.301)
H (1.964, 3.995, 1.726)
H (0.532, 5.273, 0.046)
H (-1.428, -1.978, -5.480)
H (-0.256, -4.256, 4.548)
H (0.821, -4.655, 3.262)
H (-6.281, -4.855, -1.104)
H (-5.655, -2.258, -1.023)
H (-1.769, -1.032, -6.782)
H (-2.619, 3.770, -1.023)
H (-5.753, -2.767, 0.595)

Values from the calculation:
Energy relative to the best compared isomer or geometry (same formula, charge and spin): 68.8 kcal/mol
HOMO level: -3.6 eV
E: -65326.8858 eV
Max |F|: 6.6 eV/Å
Orbital gap: 5.72 eV
Net charge: -1
Molecular weight: 613.518 g/mol

=====

C5H13NO2 | the ωB97M-V functional and the def2-TZVPD basis

Atoms and positions in Å:
O (-0.278, 0.233, 3.497)
O (-2.444, -1.220, 1.163)
N (0.485, -0.418, -0.353)
C (-2.661, -0.178, 0.611)
C (1.726, -0.268, -1.120)
C (2.688, 0.704, -0.419)
C (-0.773, -0.548, -1.050)
C (-1.908, 0.349, -0.597)
H (-0.560, -0.311, -2.096)
H (-3.508, 0.501, 0.844)
H (-1.494, 1.313, -0.282)
H (-2.611, 0.534, -1.411)
H (1.425, -0.014, -2.130)
H (3.695, 0.327, -0.261)
H (2.674, 1.643, -0.974)
H (0.580, -1.069, 0.411)
H (2.282, 0.990, 0.551)
H (0.329, 0.694, 2.973)
H (2.163, -1.272, -1.226)
H (-0.668, -0.408, 2.892)
H (-1.143, -1.582, -1.023)

Values from the calculation:
Energy relative to the best compared isomer or geometry (same formula, charge and spin): 44.3 kcal/mol
HOMO level: -8.7 eV
E: -10979.9588 eV
Max |F|: 2.3 eV/Å
Orbital gap: 9.63 eV
Molecular weight: 119.164 g/mol
SMILES string: CCNCCC=O.O

=====

C3H34O15S | the ωB97M-V functional and the def2-TZVPD basis

Atoms and positions in Å:
S (-3.790, 1.141, -1.957)
O (-0.019, 3.081, 1.197)
O (-0.965, -3.734, 3.503)
O (3.052, 1.544, -3.139)
O (0.498, -0.679, -3.090)
O (2.697, -0.586, -0.398)
O (-3.932, -3.480, -1.523)
O (-1.077, 3.619, -1.190)
O (-1.778, 2.621, 3.502)
O (4.795, 0.928, 1.049)
O (3.182, -1.428, -3.140)
O (0.003, -4.762, 0.200)
O (-0.228, -0.683, 3.964)
O (-3.211, -0.246, 2.381)
O (1.497, 0.891, 1.585)
O (3.240, 3.056, 0.312)
C (-2.565, 0.110, -2.872)
C (-1.587, -0.547, -1.911)
C (-0.417, -1.284, -2.585)
H (5.264, 1.249, 0.259)
H (-0.175, -0.836, 4.908)
H (2.125, -0.245, 0.329)
H (-3.191, -0.602, -3.542)
H (-0.107, -3.814, 3.926)
H (-3.706, -2.607, -1.194)
H (0.466, -0.104, 3.615)
H (4.269, 0.156, 0.788)
H (0.603, 0.548, 1.446)
H (0.559, -5.337, 0.724)
H (-2.626, 0.507, 2.710)
H (-1.556, 2.596, 4.435)
H (-0.651, -4.278, 0.706)
H (-0.497, -2.368, -2.760)
H (-2.491, -0.868, 2.211)
H (-1.625, 4.331, -1.507)
H (2.147, 1.231, -3.216)
H (2.223, -1.445, -3.253)
H (3.642, 2.374, 0.875)
H (2.534, 2.684, -0.217)
H (-0.895, 2.798, -1.642)
H (-2.382, 0.898, -3.588)
H (-1.152, -2.796, 3.403)
H (0.492, 3.848, 1.512)
H (3.577, 1.034, -3.761)
H (-0.255, 3.573, 0.344)
H (3.330, -0.861, -2.369)
H (1.255, 1.734, 1.993)
H (-1.268, 0.242, -1.248)
H (-1.314, 3.341, 3.066)
H (-4.880, 0.349, -1.847)
H (-3.369, -4.135, -1.101)
H (-2.065, -1.304, -1.319)
H (2.323, -1.457, -0.575)

Values from the calculation:
Energy relative to the best compared isomer or geometry (same formula, charge and spin): 11.3 kcal/mol
HOMO level: -9.7 eV
E: -45209.2499 eV
Max |F|: 3.7 eV/Å
Orbital gap: 9.40 eV
Molecular weight: 342.357 g/mol

=====

C2H2AgFLiO2 | the ωB97M-V functional and the def2-TZVPD basis

Atoms and positions in Å:
Ag (2.928, 0.583, -0.297)
F (-2.344, 0.266, -0.028)
O (1.188, -0.068, 0.101)
O (-1.097, -1.375, 0.688)
C (0.004, 0.495, -0.339)
C (-1.167, -0.310, 0.135)
Li (0.799, -1.690, 1.088)
H (-0.069, 0.595, -1.436)
H (-0.242, 1.504, 0.089)

Values from the calculation:
Energy relative to the best compared isomer or geometry (same formula, charge and spin): 0.0 kcal/mol
HOMO level (spin up / spin down): -21.2 / -21.1 eV
E: -13102.2064 eV
Max |F|: 3.2 eV/Å
2S+1: 2
Orbital gap (spin up / spin down): 10.35 / 6.43 eV
Net charge: +2
Molecular weight: 191.843 g/mol

=====

C13H28DyNO4P2 | the ωB97M-V functional and the def2-TZVPD basis

Atoms and positions in Å:
Dy (0.339, -0.134, 1.016)
P (2.330, 1.810, 0.788)
P (-2.529, -0.454, 0.174)
O (0.478, 0.127, 3.313)
O (-0.610, -2.940, -4.417)
O (0.151, -1.883, 2.427)
O (-1.271, -4.820, -0.174)
N (-0.014, 1.238, -1.069)
C (-1.839, -0.319, -1.422)
C (0.343, -1.147, 3.486)
C (2.689, 3.029, 2.093)
C (-3.929, 0.633, 0.409)
C (1.700, 2.934, -0.550)
C (0.755, 2.251, -1.521)
C (-3.087, -2.159, 0.279)
C (-0.110, 2.015, -3.762)
C (-0.935, 0.654, -1.927)
C (0.731, 2.656, -2.851)
C (0.397, -1.820, 4.813)
C (4.021, 1.457, 0.186)
C (-0.913, 0.989, -3.303)
H (1.427, -2.149, 5.016)
H (-4.781, 0.187, -0.127)
H (-1.293, -5.761, -0.337)
H (-2.259, -1.001, -2.172)
H (-1.543, 0.409, -3.976)
H (1.516, -1.566, -0.027)
H (-3.600, -2.327, 1.232)
H (-0.573, -4.682, 0.493)
H (-1.743, -0.170, 1.363)
H (1.193, 3.775, -0.044)
H (2.547, 2.531, 3.061)
H (-0.242, -2.708, 4.753)
H (-0.469, -3.480, -5.202)
H (-4.130, 0.713, 1.488)
H (-0.141, 2.338, -4.806)
H (-3.660, 1.616, -0.001)
H (-2.279, -2.893, 0.162)
H (2.000, 3.879, 2.026)
H (4.038, 1.360, -0.906)
H (2.557, 3.341, -1.105)
H (-3.788, -2.275, -0.559)
H (3.725, 3.387, 2.021)
H (4.721, 2.245, 0.497)
H (1.988, -1.019, 0.230)
H (1.406, 3.450, -3.165)
H (0.059, -1.156, 5.618)
H (4.345, 0.505, 0.626)
H (0.285, -2.666, -4.146)

Values from the calculation:
Energy relative to the best compared isomer or geometry (same formula, charge and spin): 10.0 kcal/mol
HOMO level (spin up / spin down): -3.1 / -4.7 eV
E: -66273.0792 eV
Max |F|: 2.5 eV/Å
2S+1: 6
Orbital gap (spin up / spin down): 3.51 / 5.06 eV
Molecular weight: 486.818 g/mol